*1*
Formula: C2H5ClOS
Source: the Open Molecules 2025 dataset
Level of theory: wB97M-V/def2-TZVPD

Summary:
SMILES: C=C(O)Cl.S
spin multiplicity: 1
M: 112.6 g/mol
gap between HOMO and LUMO: 9.89 eV
charge: 0

Positions of all 10 atoms, in Å:
1 C 1.00 -1.17 -0.60
2 C 0.88 -0.14 0.21
3 O 0.69 -0.15 1.54
4 Cl 0.87 1.37 -0.66
5 H 1.08 -0.99 -1.65
6 H 0.88 -2.23 -0.30
7 H 1.21 0.67 1.95
8 S -2.67 1.02 0.26
9 H -2.58 0.41 -0.93
10 H -1.35 1.20 0.18



*2*
Formula: C2H5ClOS
Source: the Open Molecules 2025 dataset
Level of theory: wB97M-V/def2-TZVPD

Summary:
SMILES: C[C@](O)(S)Cl
spin multiplicity: 1
M: 112.6 g/mol
gap between HOMO and LUMO: 10.01 eV
charge: 0

Positions of all 10 atoms, in Å:
1 C -0.22 -0.30 0.52
2 C 0.42 -0.39 -0.91
3 O 1.66 -0.90 -0.76
4 S 0.48 1.39 -1.58
5 Cl -0.41 -1.37 -2.20
6 H -1.12 0.39 0.55
7 H -0.57 -1.21 0.73
8 H 0.58 0.12 1.06
9 H 2.16 -0.47 -0.11
10 H -0.59 1.30 -2.40



The structure with the least stability is *1*.



*1*
Formula: C2H5ClOS
Source: the Open Molecules 2025 dataset
Level of theory: wB97M-V/def2-TZVPD

Summary:
SMILES: CCOSCl
spin multiplicity: 1
M: 112.6 g/mol
gap between HOMO and LUMO: 9.39 eV
charge: 0

Positions of all 10 atoms, in Å:
1 C 0.90 0.53 -0.61
2 C 0.54 -0.49 0.53
3 O -0.78 -0.36 1.12
4 S -1.99 0.59 0.22
5 Cl -3.32 -0.78 -0.39
6 H 1.07 1.51 -0.08
7 H 1.74 0.15 -1.26
8 H 0.02 0.70 -1.08
9 H 1.12 -0.36 1.39
10 H 0.70 -1.50 0.18



*2*
Formula: C2H5ClOS
Source: the Open Molecules 2025 dataset
Level of theory: wB97M-V/def2-TZVPD

Summary:
spin multiplicity: 1
M: 112.6 g/mol
gap between HOMO and LUMO: 9.35 eV
charge: 0

Positions of all 10 atoms, in Å:
1 C 0.40 -0.49 0.43
2 C -0.67 0.24 -0.36
3 O -3.54 0.46 0.19
4 S -2.27 0.56 0.82
5 Cl -1.83 2.75 0.85
6 H 0.45 -1.54 0.13
7 H 1.44 -0.03 0.13
8 H 0.04 -0.36 1.41
9 H -1.04 -0.45 -1.15
10 H -0.45 1.26 -0.60



The structure with the least stability is *1*.



*1*
Formula: C8H10N3O2
Source: the Open Molecules 2025 dataset
Level of theory: wB97M-V/def2-TZVPD

Summary:
spin multiplicity: 1
M: 180.2 g/mol
gap between HOMO and LUMO (alpha / beta): 6.52 / 6.52 eV
charge: +1

Positions of all 23 atoms, in Å:
1 C 2.83 0.86 -0.83
2 C 2.58 0.06 -1.94
3 C 1.92 1.15 0.09
4 C 1.28 -0.27 -2.22
5 C 0.59 0.76 -0.07
6 C 0.22 0.08 -1.26
7 C -0.85 -1.29 2.66
8 C -2.12 -1.17 2.35
9 N -0.29 1.08 0.91
10 N -1.05 -0.19 -1.73
11 N -3.21 -0.88 1.94
12 O -1.22 -0.72 -2.78
13 O -2.01 0.22 -0.85
14 H 3.78 1.28 -0.73
15 H 3.26 0.04 -2.71
16 H 2.24 1.70 0.94
17 H 1.03 -0.94 -3.11
18 H -0.46 -0.46 3.31
19 H -0.45 -2.25 2.26
20 H 0.05 1.60 1.68
21 H -2.92 -0.03 -1.24
22 H -4.06 -1.16 2.27
23 H -1.14 0.52 1.04



*2*
Formula: C8H10N3O2
Source: the Open Molecules 2025 dataset
Level of theory: wB97M-V/def2-TZVPD

Summary:
SMILES: Cc1cc(C)n(C(=O)[N+](C)=C=O)n1
spin multiplicity: 1
M: 180.2 g/mol
gap between HOMO and LUMO: 9.03 eV
charge: +1

Positions of all 23 atoms, in Å:
1 C -1.57 1.14 2.50
2 C -1.22 0.58 1.14
3 C -2.14 0.33 0.07
4 C -1.39 -0.14 -0.97
5 C -1.82 -0.64 -2.33
6 N -0.06 -0.12 -0.47
7 C 0.98 -0.63 -1.11
8 O 1.13 -1.03 -2.20
9 N 2.34 -0.61 -0.16
10 C 3.02 0.62 0.07
11 C 2.70 -1.67 0.39
12 O 2.96 -2.68 0.76
13 N 0.01 0.40 0.78
14 H -0.81 1.74 2.91
15 H -2.48 1.80 2.38
16 H -1.86 0.33 3.31
17 H -3.28 0.48 0.07
18 H -2.89 -0.49 -2.29
19 H -1.33 -0.40 -3.27
20 H -1.73 -1.71 -2.28
21 H 4.02 0.27 0.33
22 H 2.80 1.38 -0.67
23 H 2.61 1.04 1.03



The structure with the least stability is *1*.



*1*
Formula: C3H5N3OS
Source: the Open Molecules 2025 dataset
Level of theory: wB97M-V/def2-TZVPD

Summary:
SMILES: [H]/N=c1\nc(SC)[nH]o1
spin multiplicity: 1
M: 131.2 g/mol
gap between HOMO and LUMO: 9.64 eV
charge: 0

Positions of all 13 atoms, in Å:
1 H -2.19 -1.68 1.69
2 N -2.68 -1.14 0.92
3 C -1.83 -0.50 0.22
4 N -0.42 -0.44 0.33
5 C -0.06 0.29 -0.65
6 S 1.57 0.80 -1.03
7 C 2.39 0.14 0.44
8 N -1.09 0.67 -1.49
9 O -2.25 0.22 -0.87
10 H 2.27 -0.97 0.48
11 H 2.03 0.56 1.34
12 H 3.45 0.39 0.35
13 H -1.18 1.67 -1.73



*2*
Formula: C3H5N3OS
Source: the Open Molecules 2025 dataset
Level of theory: wB97M-V/def2-TZVPD

Summary:
SMILES: N/N=C1/CC(=O)SN1
spin multiplicity: 1
M: 131.2 g/mol
gap between HOMO and LUMO: 8.90 eV
charge: 0

Positions of all 13 atoms, in Å:
1 N -1.66 -1.56 -1.89
2 N -0.41 -1.01 -1.95
3 C -0.03 -0.58 -0.79
4 C 1.30 0.12 -0.55
5 C 1.14 0.91 0.76
6 O 1.88 1.72 1.26
7 S -0.42 0.58 1.50
8 N -0.95 -0.48 0.27
9 H -1.82 -2.11 -1.04
10 H -1.74 -2.17 -2.70
11 H 1.51 0.80 -1.39
12 H 2.21 -0.54 -0.51
13 H -1.88 -0.30 -0.02



The structure with the least stability is *1*.



*1*
Formula: C5H7FN2
Source: the Open Molecules 2025 dataset
Level of theory: wB97M-V/def2-TZVPD

Summary:
SMILES: CCc1c[nH]nc1F
spin multiplicity: 1
M: 114.1 g/mol
gap between HOMO and LUMO: 9.70 eV
charge: 0

Positions of all 15 atoms, in Å:
1 C 0.41 1.53 -0.57
2 C 0.16 0.55 0.57
3 C -1.14 -0.18 0.41
4 C -1.49 -1.46 0.57
5 N -2.81 -1.70 0.26
6 N -3.45 -0.59 -0.23
7 C -2.64 0.41 -0.10
8 F -2.78 1.64 -0.52
9 H 0.00 1.09 -1.55
10 H 1.45 1.59 -0.70
11 H -0.11 2.51 -0.53
12 H 0.01 1.19 1.47
13 H 0.93 -0.12 0.83
14 H -0.65 -2.07 0.71
15 H -3.47 -2.42 0.44



*2*
Formula: C5H7FN2
Source: the Open Molecules 2025 dataset
Level of theory: wB97M-V/def2-TZVPD

Summary:
SMILES: F[C@@H]1C[C@@H]2N=CN[C@H]12
spin multiplicity: 1
M: 114.1 g/mol
gap between HOMO and LUMO: 9.58 eV
charge: 0

Positions of all 15 atoms, in Å:
1 F -1.87 -0.96 -0.64
2 C -1.39 0.03 0.19
3 C -0.68 1.14 -0.54
4 C 0.59 0.95 0.33
5 N 1.70 0.50 -0.48
6 C 1.65 -0.79 -0.50
7 N 0.65 -1.41 0.21
8 C -0.09 -0.35 0.88
9 H -2.23 0.38 0.89
10 H -0.47 0.92 -1.62
11 H -1.23 2.07 -0.56
12 H 0.83 1.83 0.98
13 H 2.35 -1.44 -0.97
14 H 0.32 -2.34 -0.12
15 H -0.13 -0.52 1.95



*3*
Formula: C5H7FN2
Source: the Open Molecules 2025 dataset
Level of theory: wB97M-V/def2-TZVPD

Summary:
SMILES: [H]/N=C/C=C\C=C(/N)F
spin multiplicity: 1
M: 114.1 g/mol
gap between HOMO and LUMO: 8.78 eV
charge: 0

Positions of all 15 atoms, in Å:
1 H -0.56 -2.25 -0.90
2 N -0.26 -1.38 -0.38
3 C 1.00 -0.93 -0.55
4 C 1.36 0.27 -0.07
5 C 0.52 1.36 -0.12
6 C -0.85 1.27 -0.45
7 C -1.51 0.13 -0.05
8 N -1.80 -0.13 1.23
9 F -2.71 -0.13 -0.71
10 H 1.69 -1.57 -0.96
11 H 2.37 0.34 -0.09
12 H 0.93 2.41 -0.10
13 H -1.47 2.10 -0.90
14 H -1.00 0.13 1.82
15 H -1.99 -0.98 1.54



The structure with the least stability is *3*.



*1*
Formula: C7H14O3
Source: the Open Molecules 2025 dataset
Level of theory: wB97M-V/def2-TZVPD

Summary:
SMILES: CC(C)(C)C=O.CC(=O)O
spin multiplicity: 1
M: 146.2 g/mol
gap between HOMO and LUMO: 10.42 eV
charge: 0

Positions of all 24 atoms, in Å:
1 C 0.77 2.76 1.35
2 C 0.61 1.41 0.71
3 C 1.84 0.58 0.97
4 C -0.72 0.82 1.07
5 C 0.41 1.50 -0.83
6 O 0.14 0.59 -1.55
7 H 1.62 3.36 0.92
8 H -0.06 3.39 1.24
9 H 0.82 2.44 2.41
10 H 2.13 0.53 2.05
11 H 2.66 1.03 0.43
12 H 1.64 -0.45 0.56
13 H -0.99 -0.13 0.68
14 H -0.65 0.75 2.14
15 H -1.38 1.66 0.66
16 H 0.62 2.62 -1.15
17 C -1.57 -3.74 -1.38
18 C -0.90 -2.35 -1.23
19 O -0.36 -1.90 -0.26
20 O -1.08 -1.63 -2.35
21 H -2.58 -3.77 -1.63
22 H -1.05 -4.39 -2.12
23 H -1.47 -4.21 -0.38
24 H -0.45 -0.86 -2.32



*2*
Formula: C7H14O3
Source: the Open Molecules 2025 dataset
Level of theory: wB97M-V/def2-TZVPD

Summary:
SMILES: COC1(OC)C[C@]1(C)OC
spin multiplicity: 1
M: 146.2 g/mol
gap between HOMO and LUMO: 10.24 eV
charge: 0

Positions of all 24 atoms, in Å:
1 C 2.34 1.81 0.16
2 O 1.02 1.51 0.46
3 C 0.37 0.56 -0.31
4 O -0.01 0.89 -1.63
5 C -1.24 1.59 -1.78
6 C 1.03 -0.81 -0.16
7 C -0.26 -0.56 0.50
8 C -0.37 -0.38 1.95
9 O -1.43 -1.12 -0.06
10 C -1.53 -2.54 0.00
11 H 3.01 1.09 0.68
12 H 2.39 2.89 0.26
13 H 2.46 1.82 -1.01
14 H -2.14 0.84 -1.62
15 H -1.31 1.99 -2.75
16 H -1.30 2.48 -1.12
17 H 1.89 -0.86 0.55
18 H 1.13 -1.66 -0.88
19 H -1.42 -0.31 2.12
20 H 0.08 0.45 2.30
21 H 0.02 -1.28 2.53
22 H -2.63 -2.62 0.13
23 H -0.81 -2.89 0.70
24 H -1.25 -2.89 -1.01



The structure with the least stability is *2*.